Below is a molecular structure, C31H54BeCl3Cs2F2N3O8PS, with properties calculated with ωB97M-V with the def2-TZVPD basis set.

```
106
Properties=species:S:1:pos:R:3:mulliken_charge:R:1
C 3.618 -2.629 0.236 -0.748
C 2.831 -2.712 -1.237 0.483
C 1.773 -3.956 -1.107 -0.626
C 0.910 -4.284 -2.461 -0.621
C 0.638 -3.001 -3.444 -0.692
C -0.146 -1.742 -2.743 0.345
C -1.778 -1.728 -2.996 -0.398
C -2.490 -1.556 -1.530 -0.400
C -3.699 -0.431 -1.480 0.128
C -3.305 1.138 -1.907 -0.116
C -1.822 1.618 -2.415 -0.623
C -0.635 1.534 -1.289 -0.249
C 0.754 2.062 -2.057 -0.675
C 2.039 2.206 -1.050 -0.206
C 3.301 1.274 -1.622 -0.702
O 4.012 0.658 -0.488 -0.200
C 4.651 1.678 0.358 0.191
C 5.772 0.999 1.391 -0.616
C -4.461 2.344 -1.830 -0.578
C -5.973 1.916 -1.365 0.002
S -7.365 3.220 -1.289 -0.256
C -6.246 0.316 -0.978 -0.250
N -7.682 0.013 -0.519 -0.441
N -5.148 -0.763 -1.062 0.493
C -5.557 -2.198 -0.707 -2.267
C -4.945 -2.606 0.758 0.060
C -5.936 -2.243 2.017 -0.824
H 4.778 -2.705 0.090 0.204
H 3.255 -3.527 0.930 0.355
H 3.329 -1.638 0.827 0.031
H 3.666 -2.847 -2.046 0.325
H 2.341 -1.659 -1.385 -0.484
H 2.430 -4.926 -0.876 0.391
H 1.086 -3.818 -0.153 0.266
H -0.052 -4.874 -2.137 0.147
H 1.562 -5.058 -3.094 0.330
H 1.673 -2.625 -3.847 0.296
H -0.039 -3.369 -4.345 0.307
H 0.307 -0.746 -3.220 -0.523
H 0.168 -1.724 -1.615 0.163
H -2.045 -2.814 -3.408 0.349
H -2.135 -0.976 -3.818 0.373
H -1.732 -1.239 -0.664 0.305
H -2.854 -2.648 -1.213 0.200
H -1.886 2.762 -2.752 0.540
H -1.437 1.041 -3.373 0.154
H -0.384 0.457 -0.905 0.058
H -0.782 2.221 -0.353 0.381
H 0.516 3.088 -2.591 0.364
H 1.044 1.309 -2.937 0.192
H 2.427 3.329 -1.151 0.262
H 1.797 2.010 0.079 0.197
H 4.066 1.942 -2.249 0.334
H 2.953 0.422 -2.345 0.341
H 3.847 2.185 1.074 -0.113
H 5.155 2.543 -0.284 0.207
H 5.641 -0.182 1.347 0.235
H 6.876 1.318 1.094 0.226
H 5.499 1.345 2.493 -0.099
H -4.181 3.456 -2.094 0.229
H -6.840 4.473 -1.736 0.206
H -8.003 0.727 0.186 0.322
H -8.319 0.130 -1.359 0.340
H -6.699 -2.411 -0.848 0.820
H -5.000 -2.884 -1.510 0.708
H -4.657 -3.757 0.691 0.338
H -3.905 -2.037 0.899 0.170
H -6.013 -1.070 2.065 0.237
H -5.401 -2.642 2.999 0.354
H -6.984 -2.743 1.829 0.145
F -4.319 1.263 -4.015 -0.717
N 7.758 2.678 3.404 -0.108
C 7.471 3.892 2.885 -0.168
C 7.899 5.087 3.439 -0.734
C 8.664 5.039 4.599 -0.231
C 8.974 3.803 5.159 -0.399
C 8.504 2.662 4.530 -0.178
H 6.868 3.877 1.981 0.371
H 7.641 6.034 2.977 0.372
H 9.017 5.955 5.063 0.376
H 9.568 3.732 6.063 0.459
H 8.722 1.674 4.926 0.217
O -8.612 -3.792 -0.119 -0.631
H -9.516 -3.734 0.225 0.367
H -8.331 -2.868 -0.195 0.587
Cs 4.084 2.141 3.613 1.038
C 10.571 -1.294 6.668 -0.927
C 9.416 -0.317 6.532 0.718
O 8.678 -0.490 5.522 -0.773
O 9.342 0.547 7.451 -0.736
H 10.581 -2.014 5.844 0.284
H 11.520 -0.750 6.663 0.235
H 10.482 -1.845 7.608 0.243
C -9.334 5.208 1.804 0.207
Cl -10.586 6.387 1.375 -0.074
Cl -8.569 5.644 3.341 -0.012
Cl -10.020 3.577 1.891 -0.176
H -8.569 5.218 1.023 0.093
Be -12.286 7.333 -0.071 -0.093
F -9.486 6.733 5.554 -0.936
O -2.262 -4.569 -5.744 -0.385
P -1.386 -5.705 -6.297 0.923
O -2.237 -6.621 -7.191 -0.459
O -0.809 -6.521 -5.128 -0.518
O -0.234 -5.109 -7.122 -0.524
Cs -7.386 -3.819 -1.739 0.891
```

Computed properties:
total charge	-1
molecular weight	1079.00	u
ΔE to the lowest compared entry with this formula, charge and spin	1654.1	kJ/mol
2S+1	1
frontier orbital gap	2.936	eV

---

Below is a molecular structure, C3H3N5O, with properties calculated with ωB97M-V with the def2-TZVPD basis set.

```
12
Properties=species:S:1:pos:R:3:mulliken_charge:R:1
C 0.703 -0.348 0.964 0.491
C 0.232 -1.142 -1.161 0.185
C -0.659 0.866 -0.801 0.547
H 0.834 0.410 2.868 0.338
H 2.681 0.376 2.222 0.371
H 0.161 -2.133 -1.799 0.316
N 1.488 -0.103 2.062 -0.573
N 1.118 -0.925 -0.153 -0.518
N -0.681 -0.377 -1.606 -0.403
N -1.266 0.194 0.205 -0.085
N -0.774 -0.292 1.184 -0.249
O -0.566 1.951 -1.144 -0.419
```

Computed properties:
molecular weight	125.09	u
ΔE to the lowest compared entry with this formula, charge and spin	357.3	kJ/mol
2S+1	1
frontier orbital gap	9.122	eV

---

Below is 2 unconnected molecules or ions with the total composition C6H6ClNO2, with properties calculated with ωB97M-V with the def2-TZVPD basis set.

```
16
Properties=species:S:1:pos:R:3:mulliken_charge:R:1
C 0.399 0.590 -0.911 -0.085
C -1.040 -2.316 0.884 -0.265
C -0.724 0.942 0.040 -0.504
C -1.266 -1.930 1.999 -0.573
C 1.671 0.584 -0.521 -0.729
C -2.059 0.739 -0.269 0.324
N -2.554 0.086 -1.405 0.857
O -2.041 -0.977 -1.735 -0.498
O -3.459 0.672 -1.964 -0.530
Cl -3.229 1.325 0.796 -0.172
H 0.192 0.298 -2.011 0.222
H -1.118 -2.569 -0.112 0.500
H -0.510 1.622 0.772 0.549
H -1.527 -1.858 3.050 0.361
H 1.975 0.754 0.501 0.263
H 2.506 0.195 -1.093 0.280
```

Computed properties:
molecular weight	159.57	u
ΔE to the lowest compared entry with this formula, charge and spin	577.1	kJ/mol
2S+1	1
frontier orbital gap	8.523	eV

---

Below is a molecular structure, C30H28AuNOPS2, with properties calculated with ωB97M-V with the def2-TZVPD basis set.

```
64
Properties=species:S:1:pos:R:3:lowdin_spin:R:1
Au -0.152 -0.304 -0.314 0.403
C -0.111 -2.361 -2.716 0.012
C 0.670 -1.158 -3.132 0.015
C 1.365 -1.136 -4.356 -0.012
C 2.098 -0.039 -4.692 0.013
C 2.130 1.077 -3.830 0.003
C 2.871 2.241 -4.144 0.128
C 2.867 3.323 -3.304 -0.006
C 2.102 3.288 -2.137 0.127
C 1.360 2.163 -1.778 0.057
S 0.427 2.250 -0.348 0.652
C 1.387 1.006 -2.633 0.041
N 0.700 -0.122 -2.307 0.008
H -0.155 -3.099 -3.513 0.001
H -1.129 -2.076 -2.442 0.005
H 0.350 -2.821 -1.838 0.003
H 1.317 -1.996 -5.007 -0.001
H 2.657 -0.006 -5.619 0.000
H 3.436 2.261 -5.068 0.006
H 3.436 4.210 -3.547 -0.003
H 2.072 4.149 -1.483 0.004
C 4.763 -3.937 3.621 0.002
C 3.751 -4.422 2.803 0.000
C 2.959 -3.540 2.086 0.005
C 3.165 -2.165 2.191 0.041
C 4.184 -1.682 3.008 0.010
C 4.979 -2.570 3.719 0.002
P 2.015 -1.073 1.282 0.143
C 2.827 0.556 1.359 0.022
C 3.863 0.793 0.454 0.002
C 4.488 2.029 0.412 0.005
C 4.073 3.044 1.266 0.003
C 3.041 2.817 2.163 0.010
C 2.417 1.576 2.213 0.023
C 0.560 -0.951 2.361 0.022
C 0.502 -1.205 3.727 0.007
C -0.725 -1.145 4.373 -0.005
C -1.877 -0.853 3.656 0.010
C -1.818 -0.602 2.288 0.024
C -0.596 -0.645 1.634 0.141
H 5.385 -4.624 4.179 0.000
H 3.584 -5.488 2.720 0.000
H 2.173 -3.919 1.443 0.001
H 4.359 -0.617 3.092 0.001
H 5.769 -2.189 4.354 0.000
H 4.177 -0.001 -0.215 0.001
H 5.298 2.203 -0.284 0.000
H 4.560 4.010 1.232 0.000
H 2.725 3.608 2.831 0.000
H 1.610 1.403 2.914 0.000
H 1.405 -1.465 4.268 0.002
H -0.785 -1.344 5.436 0.000
H -2.833 -0.829 4.164 0.001
H -2.730 -0.402 1.736 0.003
C -4.459 2.029 -1.833 0.004
S -3.635 0.989 -0.613 0.006
C -3.213 2.289 0.568 0.004
O -2.344 0.556 -1.253 0.050
H -3.885 2.935 -2.017 0.000
H -5.454 2.267 -1.457 0.001
H -4.538 1.439 -2.743 0.000
H -4.121 2.584 1.093 0.000
H -2.764 3.137 0.054 0.003
H -2.506 1.851 1.271 0.000
```

Computed properties:
expectation value of S²	2.038
total charge	+1
molecular weight	710.63	u
ΔE to the lowest compared entry with this formula, charge and spin	0.0	kJ/mol
2S+1	3
frontier orbital gap (spin up / spin down)	6.845 / 5.193	eV

---

Below is 2 unconnected molecules or ions with the total composition C3H9O2P, with properties calculated with ωB97M-V with the def2-TZVPD basis set.

```
15
Properties=species:S:1:pos:R:3:mulliken_charge:R:1
C 1.130 0.287 -1.514 -0.742
C -2.758 -0.676 0.166 -0.925
C 1.533 1.370 1.360 -0.936
O 1.265 -1.490 0.681 -0.333
O 2.646 -1.147 0.403 -0.348
P 1.510 0.085 0.298 0.943
H 1.826 -0.347 -2.118 0.272
H 0.169 -0.134 -1.621 0.262
H -1.842 -1.132 -0.153 0.133
H -2.583 -0.068 1.020 0.246
H -3.480 -1.520 0.463 0.258
H 1.390 1.317 2.352 0.379
H 1.185 2.231 0.831 0.200
H -3.227 -0.172 -0.627 0.282
H 1.236 1.394 -1.540 0.310
```

Computed properties:
molecular weight	108.08	u
ΔE to the lowest compared entry with this formula, charge and spin	441.1	kJ/mol
2S+1	1
frontier orbital gap	9.553	eV

---

Below is a molecular structure, C3H4CsO4, with properties calculated with ωB97M-V with the def2-TZVPD basis set.

```
12
Properties=species:S:1:pos:R:3:lowdin_spin:R:1
O 1.426 1.456 0.909 0.001
C 1.441 2.866 0.758 0.022
C 0.539 3.478 1.830 0.089
O -0.650 2.805 1.903 0.804
C 0.204 0.844 0.701 -0.004
O -0.384 1.091 -0.395 0.032
Cs -0.351 -2.497 -1.642 0.000
H 1.054 3.118 -0.238 0.001
H 2.476 3.205 0.897 0.000
H 0.396 4.563 1.674 0.003
H 1.013 3.317 2.826 0.054
O 0.105 -0.298 1.242 -0.002
```

Computed properties:
expectation value of S²	0.754
molecular weight	236.97	u
ΔE to the lowest compared entry with this formula, charge and spin	159.2	kJ/mol
2S+1	2
frontier orbital gap (spin up / spin down)	6.042 / 6.004	eV